[1]
A structure of composition C2HCl2F3N3O2PS at a distorted geometry, computed with ωB97M-V with the def2-TZVPD basis set.

```
15
Properties=species:S:1:pos:R:3:forces:R:3:mulliken_charge:R:1
C 1.56743 0.61176 -1.09680 -1.0004 0.2352 0.0133 0.5109
C 3.63803 -0.66554 -0.97017 -0.0631 0.4868 1.1005 0.8257
N 0.59791 1.20664 -1.50015 -1.3501 1.4037 -1.7753 -0.4201
N 2.60605 0.21924 -0.62454 2.6095 -1.9179 1.0984 -0.4406
N -1.12426 -0.08625 -0.19271 -2.7670 -3.1964 -4.0603 -0.1666
O -1.70785 0.88377 -2.33954 -0.7803 -0.8798 -1.6525 -0.5604
O -1.53826 2.31800 -0.38828 0.4996 0.1351 0.1578 -0.5901
F 4.77726 -0.00590 -1.15364 0.4564 0.4356 -0.6957 -0.2441
F 3.89313 -1.47676 0.06786 -0.2487 -0.3723 0.5919 -0.2611
F 3.41588 -1.48002 -1.99327 -0.3711 0.1871 -0.7940 -0.2409
P -1.53072 -1.54011 -1.02834 1.0185 1.1988 0.8795 0.5378
S -1.06308 1.19664 -1.13367 0.9419 3.1775 0.3433 1.0845
Cl -3.50755 -1.45331 -1.07852 -1.2510 0.3148 -0.6107 -0.1127
Cl -1.26876 -2.68937 0.58727 0.7369 -1.3927 1.0375 -0.1962
H -0.84417 0.02935 0.69201 1.5689 0.1844 4.3662 0.2740
```
Forces are in eV/Å.

gap between HOMO and LUMO (spin up / spin down) = 4.2 / 4.7 eV
energy above the lowest of the compared OMol25 structures with the same formula, charge and spin = 33.12 kcal/mol
highest occupied orbital energy (spin up / spin down) = -4.760 / -10.305 eV
total energy = -2350.8927 a.u.
multiplicity = 3
expectation value of S² = 2.0096

***

[2]
A cluster of 2 separate species, C2H8O2 in total at a distorted geometry, computed with ωB97M-V with the def2-TZVPD basis set.

```
12
Properties=species:S:1:pos:R:3:forces:R:3:mulliken_charge:R:1
C 0.86433 1.07877 0.95176 -1.2804 -1.1841 -2.1718 -0.4904
O 2.10214 1.35899 1.43905 2.6281 0.5714 1.5762 -0.5493
H 0.66118 -0.00066 1.05253 -0.3494 0.2773 -0.1184 0.1967
H 0.95405 1.32128 -0.12050 -1.0193 -0.2435 -0.0473 0.2219
H 0.00987 1.63799 1.36864 0.8483 0.0850 0.2759 0.2938
H 2.77501 0.84549 0.94512 -0.8201 0.5045 0.4971 0.3191
C -1.38492 -0.70767 -0.87147 -2.4105 -0.2858 -0.4596 -0.5619
O -0.29071 -1.53034 -0.92706 2.3241 -1.4213 -0.0545 -0.5059
H -1.27089 0.27686 -1.35552 0.4063 -0.4537 0.1167 0.2054
H -1.75243 -0.55358 0.15702 0.1652 0.0076 -0.2191 0.2033
H -2.13707 -1.28948 -1.43037 -0.6304 0.9832 0.2503 0.3384
H -0.53056 -2.43767 -1.20921 0.1382 1.1594 0.3545 0.3289
```
Forces are in eV/Å.

gap between HOMO and LUMO = 10.7 eV
energy above the lowest of the compared OMol25 structures with the same formula, charge and spin = 28.35 kcal/mol
highest occupied orbital energy = -9.932 eV
total energy = -231.4171 a.u.
structure (SMILES) = CO.CO

***

[3]
A cluster of 2 separate species, C16H12N7O6 in total at a distorted geometry, computed with ωB97M-V with the def2-TZVPD basis set.

```
41
Properties=species:S:1:pos:R:3:forces:R:3:mulliken_charge:R:1
C -2.49666 4.60937 -1.51512 -0.0287 0.3547 -0.2486 -1.1837
C -2.91474 3.18600 -1.25463 0.5035 -0.1659 0.1760 -0.2296
O -1.68630 2.41329 -1.17730 -1.5576 0.5339 -0.1348 -0.2395
C -1.90528 1.07277 -1.10284 0.9886 -0.8201 0.1387 0.6402
C -0.63526 0.36475 -1.26838 -1.6124 1.0081 0.5459 -0.1905
C -0.54998 -1.03139 -1.56478 0.4424 -1.0303 -0.1283 1.1504
C -1.69953 -1.85702 -1.65444 0.3004 0.0377 -0.1966 -0.3550
C -1.58428 -3.15786 -2.13649 0.4691 0.0785 0.1501 -0.7171
C -0.32690 -3.70122 -2.43600 0.0103 0.0759 -0.0868 -0.3915
C 0.82367 -2.91787 -2.28008 -0.3010 -0.0210 0.2073 -0.7536
C 0.72391 -1.61037 -1.82083 -0.4029 -0.0088 -0.0542 -0.4068
C 0.47786 1.19927 -1.35374 2.5018 0.9814 -0.5382 0.0487
N 1.46946 1.82735 -1.44638 -1.5725 -0.9975 0.3815 -0.8344
O -3.01813 0.60023 -0.90042 0.2262 0.3652 -0.1733 -0.7859
H -3.35594 5.26333 -1.37309 -0.0828 0.1186 0.0116 0.3911
H -1.69679 4.94835 -0.85032 -0.1159 -0.2039 -0.0295 0.2900
H -2.16541 4.73141 -2.55080 0.1050 -0.0243 0.1556 0.2861
H -3.48662 3.10248 -0.31741 0.2503 -0.1336 -0.2691 0.2740
H -3.54098 2.80925 -2.08017 0.2042 -0.0007 0.3765 0.3003
H -2.65379 -1.42534 -1.35308 0.2723 -0.2717 -0.3169 0.4928
H -2.48003 -3.75736 -2.29618 0.1656 0.0701 0.2019 0.3574
H -0.23666 -4.73532 -2.76978 -0.0632 0.2671 -0.0217 0.3562
H 1.80614 -3.32005 -2.52869 -0.2212 -0.0138 0.1471 0.3486
H 1.62295 -1.00296 -1.67021 -0.3227 -0.1779 -0.2292 0.3770
O 4.21332 -2.77894 3.30273 -0.8466 2.2550 -0.3924 -0.5463
N 4.03605 -1.55639 3.19358 1.9986 0.0131 0.7883 0.9220
O 4.91838 -0.70533 3.46560 -1.5652 -1.4949 -0.4722 -0.6099
C 2.75792 -1.00851 2.72833 -0.7662 0.0447 -0.2077 -0.3184
C 2.57279 0.36215 2.64301 0.2946 -0.9780 -0.0155 -0.3410
C 1.36612 0.87118 2.10598 -0.3350 -1.4938 -0.4460 -0.4063
N 1.05860 2.27059 2.17136 -0.9622 2.7535 -0.5577 1.0324
O 1.88625 3.05882 2.66850 -1.1188 -1.6365 -0.6903 -0.6469
O -0.05310 2.62902 1.72748 2.0891 -0.7793 0.9269 -0.5465
C 0.40978 0.03020 1.55335 -0.4378 -0.2000 1.1171 -0.3133
N 0.54576 -1.31424 1.79448 1.0456 -0.2664 -0.0123 0.6492
N -0.35822 -2.30854 1.54373 0.4582 -0.7682 0.2828 -0.4631
N 0.18841 -3.42708 1.95639 0.3176 2.4602 -0.1507 -0.6301
N 1.42914 -3.21462 2.47051 0.1466 0.9818 -0.2417 -0.3728
C 1.67304 -1.89575 2.36683 -0.5636 -0.8343 -0.1328 0.5932
H 3.36845 1.02881 2.95915 -0.1977 -0.0728 -0.0316 0.5845
H -0.50341 0.34754 1.05015 0.2841 -0.0057 0.1708 1.1883
```
Forces are in eV/Å.

gap between HOMO and LUMO = 4.5 eV
energy above the lowest of the compared OMol25 structures with the same formula, charge and spin = 0.00 kcal/mol
highest occupied orbital energy = -3.940 eV
total energy = -1451.4735 a.u.
net charge = -1